## a
The following is a quantum chemistry calculation of a cluster of 2 separate species, C5H14 in total, from the Open Molecules 2025 dataset.

```
19
C5H14, DFT ωB97M-V with the def2-TZVPD basis set
C 0.025 0.274 -3.131
C 0.049 0.391 -1.593
C 1.467 1.097 -1.316
H -0.269 1.224 -3.542
H -0.799 -0.265 -3.479
H 0.843 -0.217 -3.573
H -0.686 1.069 -1.185
H -0.102 -0.442 -0.840
H 1.679 1.089 -0.246
H 2.345 0.541 -1.670
H 1.327 2.061 -1.699
C 0.024 -0.742 2.794
C -1.458 -0.983 3.043
H 0.079 -1.046 1.738
H 0.197 0.325 2.966
H 0.561 -1.587 3.260
H -1.752 -1.824 3.691
H -2.168 -1.036 2.214
H -1.902 -0.117 3.583
```

The calculation puts the frontier orbital gap at 12.01 eV. The SMILES is CCC.CC. The HOMO energy is -10.908 eV. As for the spin multiplicity: 1. Its charge is 0. Its molar mass is 74.2 g/mol.

=====

## b
The following is a quantum chemistry calculation of a cluster of 2 separate species, C5H14 in total, from the Open Molecules 2025 dataset.

```
19
C5H14, DFT ωB97M-V with the def2-TZVPD basis set
C -0.298 -0.852 -1.606
C 1.205 -0.664 -1.459
C 1.630 0.799 -1.265
H -0.772 -0.363 -2.464
H -0.509 -1.909 -1.783
H -0.934 -0.534 -0.777
H 1.536 -1.269 -0.609
H 1.676 -1.038 -2.363
H 0.849 1.424 -0.841
H 2.514 0.932 -0.639
H 1.867 1.265 -2.233
C -1.024 -0.292 2.483
C -1.377 0.937 1.662
H -1.551 -0.353 3.437
H -1.089 -1.207 1.900
H 0.047 -0.286 2.729
H -0.617 1.080 0.894
H -1.429 1.850 2.256
H -2.350 0.898 1.169
```

The calculation puts the frontier orbital gap at 12.52 eV. The SMILES is CCC.CC. The HOMO energy is -11.381 eV. As for the spin multiplicity: 1. Its charge is 0. Its molar mass is 74.2 g/mol.

=====

b has the most favorable energy; the next structure is 0.0456 hartree above.

=====

## a
The following is a quantum chemistry calculation of a cluster of 2 separate species, C5H14 in total, from the Open Molecules 2025 dataset.

```
19
C5H14, DFT ωB97M-V with the def2-TZVPD basis set
C -0.716 -2.171 -0.233
C -1.237 -1.060 0.659
C -1.879 0.097 -0.013
H -0.632 -1.933 -1.306
H -1.255 -3.148 -0.219
H 0.224 -2.656 -0.014
H -2.001 -1.570 1.301
H -0.543 -0.805 1.451
H -1.268 0.595 -0.777
H -2.775 -0.155 -0.613
H -2.146 0.809 0.767
C 1.852 1.384 -0.882
C 1.613 1.642 0.640
H 1.922 0.296 -1.045
H 1.052 1.683 -1.558
H 2.776 1.938 -1.058
H 1.588 2.725 0.766
H 2.587 1.288 1.000
H 0.839 1.041 1.134
```

The calculation puts the frontier orbital gap at 11.91 eV. The SMILES is CCC.CC. The HOMO energy is -10.751 eV. As for the spin multiplicity: 1. Its charge is 0. Its molar mass is 74.2 g/mol.

=====

## b
The following is a quantum chemistry calculation of a cluster of 2 separate species, C5H14 in total, from the Open Molecules 2025 dataset.

```
19
C5H14, DFT ωB97M-V with the def2-TZVPD basis set
C 1.176 1.824 -1.381
C 1.374 1.065 -0.054
C 0.433 1.473 1.077
H 1.704 1.374 -2.217
H 1.340 2.901 -1.359
H 0.108 1.790 -1.637
H 1.148 0.046 -0.375
H 2.414 1.070 0.272
H 0.866 2.144 1.813
H -0.485 1.912 0.695
H 0.230 0.538 1.604
C -1.705 -1.660 -0.343
C -0.889 -2.413 0.730
H -2.518 -2.289 -0.687
H -2.123 -0.725 0.038
H -1.066 -1.369 -1.175
H -0.661 -3.376 0.289
H -1.402 -2.366 1.690
H 0.056 -1.938 1.020
```

The calculation puts the frontier orbital gap at 12.36 eV. The SMILES is CCC.CC. The HOMO energy is -11.203 eV. As for the spin multiplicity: 1. Its charge is 0. Its molar mass is 74.2 g/mol.

=====

b has the most favorable energy; the next structure is 0.0170 hartree above.

=====

## a
The following is a quantum chemistry calculation of a cluster of 2 separate species, C5H14 in total, from the Open Molecules 2025 dataset.

```
19
C5H14, DFT ωB97M-V with the def2-TZVPD basis set
C -0.829 0.155 1.817
C 0.356 -0.813 1.794
C 1.675 -0.254 1.269
H -1.690 -0.317 2.288
H -0.599 1.070 2.366
H -1.148 0.531 0.845
H 0.139 -1.752 1.282
H 0.425 -1.121 2.842
H 1.684 0.824 1.106
H 1.880 -0.658 0.280
H 2.493 -0.518 1.936
C 0.183 0.229 -2.129
C -1.321 0.406 -2.271
H 0.616 1.120 -1.660
H 0.611 -0.617 -1.594
H 0.618 0.203 -3.128
H -1.890 0.486 -1.350
H -1.466 1.376 -2.757
H -1.737 -0.351 -2.935
```

The calculation puts the frontier orbital gap at 12.33 eV. The SMILES is CCC.CC. The HOMO energy is -11.157 eV. As for the spin multiplicity: 1. Its charge is 0. Its molar mass is 74.2 g/mol.

=====

## b
The following is a quantum chemistry calculation of a cluster of 2 separate species, C5H14 in total, from the Open Molecules 2025 dataset.

```
19
C5H14, DFT ωB97M-V with the def2-TZVPD basis set
C 1.573 1.074 2.482
C 0.708 0.653 1.295
C 0.934 1.500 0.056
H 2.568 0.612 2.460
H 1.138 0.799 3.437
H 1.789 2.147 2.576
H 0.960 -0.391 1.138
H -0.342 0.645 1.588
H 2.004 1.658 -0.099
H 0.545 1.041 -0.848
H 0.507 2.487 0.198
C -1.108 -1.515 -2.437
C -2.003 -1.647 -1.207
H -1.152 -2.370 -3.115
H -1.354 -0.621 -3.004
H -0.074 -1.384 -2.130
H -3.067 -1.483 -1.401
H -1.860 -2.629 -0.747
H -1.663 -0.950 -0.436
```

The calculation puts the frontier orbital gap at 12.51 eV. The SMILES is CCC.CC. The HOMO energy is -11.377 eV. As for the spin multiplicity: 1. Its charge is 0. Its molar mass is 74.2 g/mol.

=====

b has the most favorable energy; the next structure is 0.0057 hartree above.

=====

## a
The following is a quantum chemistry calculation of a cluster of 2 separate species, C5H14 in total, from the Open Molecules 2025 dataset.

```
19
C5H14, DFT ωB97M-V with the def2-TZVPD basis set
C -1.455 -0.239 -0.824
C -0.143 -0.244 -1.669
C -0.266 -0.244 -3.210
H -1.374 -0.960 -0.016
H -1.529 0.767 -0.419
H -2.336 -0.524 -1.400
H 0.438 -1.094 -1.304
H 0.405 0.658 -1.393
H 0.683 -0.580 -3.613
H -0.464 0.791 -3.481
H -1.084 -0.888 -3.518
C 0.909 -0.091 1.944
C 0.846 0.723 3.268
H -0.042 0.080 1.445
H 1.728 0.244 1.316
H 0.975 -1.160 2.138
H 1.893 0.871 3.558
H 0.380 0.177 4.079
H 0.436 1.714 3.100
```

The calculation puts the frontier orbital gap at 12.43 eV. The SMILES is CCC.CC. The HOMO energy is -11.294 eV. As for the spin multiplicity: 1. Its charge is 0. Its molar mass is 74.2 g/mol.

=====

## b
The following is a quantum chemistry calculation of a cluster of 2 separate species, C5H14 in total, from the Open Molecules 2025 dataset.

```
19
C5H14, DFT ωB97M-V with the def2-TZVPD basis set
C -0.913 -0.927 -0.826
C -1.670 -1.014 0.528
C -0.797 -1.833 1.506
H 0.115 -0.727 -0.807
H -1.001 -1.912 -1.374
H -1.291 -0.108 -1.392
H -2.637 -1.484 0.216
H -1.836 0.006 0.946
H 0.246 -1.633 1.427
H -0.991 -2.874 1.123
H -1.259 -1.647 2.517
C 1.627 1.890 -1.178
C 1.338 1.589 0.292
H 1.895 3.036 -1.242
H 2.426 1.266 -1.618
H 0.809 1.831 -1.909
H 2.039 0.721 0.411
H 1.668 2.354 0.937
H 0.232 1.466 0.445
```

The calculation puts the frontier orbital gap at 12.16 eV. The SMILES is CCC.CC. The HOMO energy is -11.021 eV. As for the spin multiplicity: 1. Its charge is 0. Its molar mass is 74.2 g/mol.

=====

## c
The following is a quantum chemistry calculation of a cluster of 2 separate species, C5H14 in total, from the Open Molecules 2025 dataset.

```
19
C5H14, DFT ωB97M-V with the def2-TZVPD basis set
C -0.029 -0.708 -2.020
C 1.142 0.267 -2.039
C 2.050 0.187 -0.834
H 0.188 -1.760 -2.082
H -0.772 -0.437 -1.258
H -0.631 -0.465 -2.916
H 0.749 1.283 -2.151
H 1.690 0.073 -2.961
H 2.353 -0.813 -0.507
H 1.534 0.630 0.027
H 2.973 0.768 -0.885
C -1.234 0.392 1.661
C -1.779 -0.138 2.982
H -0.936 -0.434 1.024
H -1.994 0.890 1.059
H -0.391 1.067 1.785
H -1.590 0.511 3.835
H -1.262 -1.082 3.190
H -2.823 -0.436 2.930
```

The calculation puts the frontier orbital gap at 12.40 eV. The SMILES is CCC.CC. The HOMO energy is -11.233 eV. As for the spin multiplicity: 1. Its charge is 0. Its molar mass is 74.2 g/mol.

=====

c has the most favorable energy; the next structure is 0.0038 hartree above.

=====

## a
The following is a quantum chemistry calculation of a cluster of 2 separate species, C5H14 in total, from the Open Molecules 2025 dataset.

```
19
C5H14, DFT ωB97M-V with the def2-TZVPD basis set
C -2.514 -0.547 2.387
C -1.070 -0.563 2.063
C -0.608 0.235 0.806
H -2.915 -1.461 1.905
H -2.880 0.401 1.946
H -2.694 -0.417 3.465
H -0.395 -0.130 2.938
H -0.778 -1.741 1.991
H 0.201 -0.300 0.269
H -1.513 0.259 0.019
H -0.474 1.265 1.148
C 2.189 0.841 -2.895
C 1.751 -0.172 -1.842
H 3.227 1.053 -2.798
H 1.751 0.497 -3.852
H 1.699 1.916 -2.760
H 1.981 -1.165 -2.234
H 0.709 0.063 -1.627
H 2.334 -0.032 -0.928
```

The calculation puts the frontier orbital gap at 12.06 eV. The SMILES is CCC.CC. The HOMO energy is -10.924 eV. As for the spin multiplicity: 1. Its charge is 0. Its molar mass is 74.2 g/mol.

=====

## b
The following is a quantum chemistry calculation of a cluster of 2 separate species, C5H14 in total, from the Open Molecules 2025 dataset.

```
19
C5H14, DFT ωB97M-V with the def2-TZVPD basis set
C 2.467 0.529 -0.378
C 2.116 -0.939 -0.011
C 0.865 -1.378 -0.794
H 3.403 0.521 -0.937
H 1.722 0.960 -1.041
H 2.574 1.189 0.479
H 1.792 -0.976 1.030
H 2.957 -1.574 -0.245
H 0.097 -0.619 -0.878
H 0.370 -2.226 -0.326
H 1.123 -1.516 -1.842
C -2.995 1.213 0.310
C -1.889 0.375 0.977
H -3.201 2.052 0.965
H -2.735 1.577 -0.688
H -3.811 0.563 -0.005
H -1.099 0.064 0.289
H -1.431 0.782 1.863
H -2.325 -0.596 1.232
```

The calculation puts the frontier orbital gap at 12.26 eV. The SMILES is CCC.CC. The HOMO energy is -11.147 eV. As for the spin multiplicity: 1. Its charge is 0. Its molar mass is 74.2 g/mol.

=====

b has the most favorable energy; the next structure is 0.0280 hartree above.